A structure of composition C30H18BrIrN4O8 at a distorted geometry. Source: OMol25; level of theory: the ωB97M-V functional and the def2-TZVPD basis.

Its highest occupied orbital energy (alpha / beta) is -10.987 / -10.987 eV. The calculation puts the LUMO energy (alpha / beta) at -4.3 / -6.3 eV.

```
! RIJCOSX wB97M-V def2-TZVPD def2/J DEFGRID3
* xyz 1 2
Ir 0.13788 0.09442 0.15786
Br -2.95344 5.49237 3.75072
O 0.88838 -1.77464 -0.09839
O 3.45484 -4.66111 4.77235
O 0.94212 0.25332 2.05235
O -0.64806 1.91621 0.54435
O -1.30314 -0.42874 -6.50670
O 3.45034 -6.23654 3.29614
O -0.31939 2.74681 -1.49320
O -3.22440 -1.16561 -5.61935
N 3.18776 -5.11499 3.67869
N 1.72224 0.81998 -0.91905
N -0.59106 -0.11600 -1.62875
N -1.71225 -0.66262 0.64977
C -1.48909 5.19969 -0.66118
C -0.26642 0.00031 -3.94984
C 0.19722 0.19773 -2.66065
C -3.76783 -1.37291 -0.32213
C -2.51045 6.46367 1.11296
C -1.34428 4.11572 0.19710
C -4.29335 -1.57842 0.94182
C 2.45794 1.20956 -3.14760
C 2.29059 -4.67255 1.40830
C -2.46884 -0.90914 -0.44678
C 1.48987 -0.70523 2.63340
C 1.72397 -3.83515 0.49450
C -0.71720 2.86236 -0.33005
C 2.57790 -4.20380 2.70324
C 1.50874 0.75318 -2.25327
C -2.22074 -0.84563 1.85980
C 3.83245 1.83215 -1.29914
C -2.35799 5.37507 1.95760
C 1.40685 -2.48925 0.82352
C -1.81652 -0.62858 -1.74834
C 1.71247 -2.02886 2.14944
C -2.07170 6.36992 -0.19873
C -1.77716 4.19974 1.51451
C -2.01147 -0.69929 -5.56347
C -3.51465 -1.30889 2.05020
C 2.84358 1.34872 -0.45307
C -2.33598 -0.83358 -3.02062
C 3.63522 1.75589 -2.66217
C -1.54065 -0.51122 -4.11215
C 2.30862 -2.92093 3.07068
H -1.65792 3.35882 2.18077
H 2.27361 1.15456 -4.21029
H 2.52739 -5.69681 1.15865
H -5.30598 -1.93834 1.05598
H -3.89234 -1.44565 3.05257
H 0.31515 0.23040 -4.83009
H 4.73167 2.25954 -0.88138
H -1.57176 -0.60063 2.68865
H 1.49876 -4.17069 -0.50737
H -2.96598 7.37298 1.47887
H -4.36382 -1.56279 -1.20265
H -1.14220 5.11180 -1.68115
H 1.84374 -0.49545 3.64777
H 4.38518 2.12443 -3.34760
H -2.18746 7.21732 -0.86066
H 2.55370 -2.59256 4.07184
H -3.32323 -1.24028 -3.18120
H 2.93694 1.39114 0.62316
*
```